# C7H3F3S

2 unconnected molecules or ions with the total composition C7H3F3S (wB97M-V/def2-TZVPD, the Open Molecules 2025 dataset).

```
14
Properties=species:S:1:pos:R:3:lowdin_spin:R:1
C -1.7779 -1.0466 -0.0502 0.53
C -0.5540 -1.1967 -0.1691 0.10
C 1.9551 -0.5869 -0.2802 0.15
C 0.8378 2.7554 -1.2448 0.00
C 0.6980 -0.7708 -0.2014 0.52
C -0.0150 2.4400 -1.9800 0.00
C -1.0096 2.0632 -2.8809 0.00
F -2.2513 2.2941 -2.5291 0.00
F -0.8164 2.7247 -4.0383 0.00
F -0.9354 0.7410 -3.1068 0.00
S 3.3917 0.2677 -0.1273 0.59
H -2.7720 -1.0133 -0.1504 0.05
H 2.1076 -1.4628 -0.9340 0.05
H 1.7111 3.0937 -0.5500 0.00
```

Values from the calculation:
* E_LUMO (alpha / beta): 0.0072 / -0.0973 Eh
* total charge: 0
* E: -966.01570 Ha
* spin multiplicity: 3
* HOMO level (alpha / beta): -7.78 / -9.16 eV
* ⟨S²⟩: 2.093